Below is a molecular structure, C41H38IrN9O5S, with properties calculated with ωB97M-V/def2-TZVPD.

Geometry as XYZ:
```
95
C41H38IrN9O5S ωB97M-V/def2-TZVPD
Ir -0.21 0.54 -0.60
N -2.38 -2.16 2.76
C -1.72 -1.43 1.79
S -2.03 0.29 2.07
N -1.04 -2.13 0.96
N -0.28 -1.47 0.02
C 0.27 -2.22 -0.88
C 0.01 -3.68 -0.97
C -0.74 -4.16 -2.04
C -1.00 -5.52 -2.17
C -0.50 -6.41 -1.22
C 0.24 -5.93 -0.15
C 0.49 -4.58 -0.02
C 1.13 -1.56 -1.90
C 1.64 -2.22 -2.99
C 2.37 -1.39 -3.91
C 2.54 -0.07 -3.75
C 2.03 0.66 -2.52
N 1.34 -0.26 -1.64
H -2.71 -1.65 3.56
H -1.95 -3.06 2.95
H -1.11 -3.45 -2.78
H -1.59 -5.88 -3.00
H -0.70 -7.47 -1.32
H 0.64 -6.62 0.58
H 1.05 -4.21 0.82
H 1.52 -3.28 -3.14
H 2.82 -1.86 -4.78
H 3.15 0.46 -4.46
H 2.89 1.09 -1.98
C -3.79 2.71 -4.67
N -3.88 1.49 -3.87
N -2.67 0.80 -3.78
C -2.44 0.41 -2.48
O -1.45 -0.27 -2.15
C -3.56 0.90 -1.72
C -4.35 1.59 -2.57
C -5.52 2.45 -2.24
C -2.12 0.19 -4.94
C -0.75 0.00 -5.02
C -0.23 -0.61 -6.15
C -1.06 -1.01 -7.19
C -2.43 -0.80 -7.10
C -2.97 -0.21 -5.96
H -3.42 2.45 -5.66
H -3.11 3.43 -4.21
H -4.78 3.13 -4.77
H -3.69 0.77 -0.67
H -5.78 2.31 -1.20
H -6.38 2.21 -2.87
H -5.27 3.50 -2.38
H -0.11 0.31 -4.21
H 0.84 -0.77 -6.20
H -0.64 -1.48 -8.07
H -3.09 -1.11 -7.90
H -4.04 -0.07 -5.86
O 1.31 1.98 2.83
C 1.26 1.18 1.91
O 1.11 1.48 0.66
C 1.56 -0.27 2.25
C 1.09 -0.80 3.45
C 1.39 -2.10 3.82
C 2.20 -2.88 3.01
C 2.68 -2.33 1.84
C 2.36 -1.05 1.42
N 3.59 -3.14 1.00
O 4.09 -2.62 0.03
O 3.78 -4.30 1.34
H 0.50 -0.15 4.08
H 1.00 -2.51 4.74
H 2.47 -3.90 3.27
H 2.71 -0.66 0.48
C 0.44 3.88 -3.96
N 1.37 2.81 -3.70
C 2.67 2.93 -4.32
C 1.07 1.88 -2.68
N 0.07 2.06 -1.92
H 0.95 4.85 -3.97
H -0.31 3.88 -3.17
H -0.07 3.75 -4.93
H 2.88 3.98 -4.50
H 2.74 2.41 -5.28
H 3.46 2.55 -3.67
C -1.66 1.27 0.64
C -2.34 2.54 0.72
C -3.28 2.91 1.71
C -3.96 4.12 1.65
C -3.74 5.02 0.61
C -2.79 4.69 -0.35
C -2.10 3.49 -0.31
H -3.50 2.25 2.54
H -4.68 4.36 2.43
H -4.27 5.96 0.57
H -2.57 5.39 -1.16
H -1.35 3.25 -1.05
```

Energy relative to the best compared isomer or geometry (same formula, charge and spin) (kJ/mol): 45.3
Calculated total energy (eV): -80453.6373
Net charge: -1
E_HOMO (spin up / spin down) (eV): -3.05 / -3.50
F_max (eV/Å): 0.27
Spin multiplicity: 2
<S²>: 0.7813

Electronic structure analysis, Mulliken charges in units of e:
1 Ir 1.60
2 N -0.56
3 C 0.52
4 S -0.68
5 N -1.76
6 N 1.38
7 C 1.08
8 C -0.70
9 C -0.11
10 C -0.82
11 C -0.53
12 C -0.83
13 C 0.01
14 C 0.16
15 C -0.59
16 C -1.06
17 C -0.85
18 C 0.21
19 N 0.00
20 H 0.25
21 H 0.25
22 H 0.57
23 H 0.42
24 H 0.35
25 H 0.44
26 H 0.38
27 H 0.61
28 H 0.44
29 H 0.26
30 H 0.53
31 C -1.12
32 N -0.40
33 N 1.20
34 C 0.47
35 O -0.38
36 C -0.91
37 C 0.26
38 C -1.75
39 C -0.78
40 C 0.14
41 C -0.92
42 C -0.62
43 C -0.73
44 C 0.01
45 H 0.42
46 H 0.23
47 H 0.42
48 H 0.79
49 H 0.42
50 H 0.38
51 H 0.36
52 H 1.07
53 H 0.38
54 H 0.40
55 H 0.39
56 H 0.46
57 O -0.80
58 C 0.00
59 O -0.70
60 C 0.71
61 C -0.67
62 C -0.84
63 C -0.26
64 C -0.36
65 C 0.23
66 N 1.31
67 O -0.63
68 O -0.67
69 H 0.49
70 H 0.42
71 H 0.53
72 H 0.36
73 C -0.71
74 N 0.50
75 C -1.27
76 C -0.78
77 N -0.83
78 H 0.42
79 H -0.02
80 H 0.25
81 H 0.40
82 H 0.28
83 H 0.43
84 C -0.24
85 C 1.29
86 C -0.87
87 C -0.78
88 C -0.59
89 C -0.64
90 C -0.12
91 H 0.29
92 H 0.38
93 H 0.38
94 H 0.43
95 H 0.52